{
  "formula": "C10H15N3O3S",
  "method": "ωB97M-V/def2-TZVPD",
  "total_energy_ha": -1178.259094,
  "gap_ev": 9.60,
  "homo_energy_ev": -9.1,
  "fmax_ev_per_a": 1.80,
  "species": ["S", "O", "O", "O", "N", "N", "N", "C", "C", "C", "C", "C", "C", "C", "C", "C", "C", "H", "H", "H", "H", "H", "H", "H", "H", "H", "H", "H", "H", "H", "H", "H"],
  "coordinates": [[0.8729, 0.7436, 0.2293], [-3.2694, -0.1647, -1.7668], [-2.0735, -2.3218, 1.9558], [-4.5695, -1.9394, -1.9716], [-0.0344, -1.6075, 1.4345], [2.2150, -1.2727, 1.0533], [3.1113, -0.4322, 0.5631], [-1.4004, -1.4322, 1.4846], [-4.1980, -1.1029, 0.2521], [3.4160, 1.7494, -0.5448], [-1.9441, -0.1389, 0.9434], [0.9970, -0.8448, 0.9708], [2.6346, 0.6567, 0.0930], [-3.9494, -0.9957, -1.2372], [4.8995, 1.5990, -0.2203], [-3.4649, -0.0378, 1.0675], [3.1754, 1.7230, -2.0585], [5.2666, 0.6476, -0.5936], [-1.6651, -0.0430, -0.1088], [-3.8827, -2.0932, 0.5922], [-5.0740, -2.5603, -1.4300], [-5.2750, -1.0150, 0.4238], [3.7245, 2.5313, -2.5343], [-1.4814, 0.6890, 1.4861], [3.5172, 0.7777, -2.4740], [3.0490, 2.7050, -0.1517], [2.1176, 1.8419, -2.2839], [5.4636, 2.4054, -0.6819], [5.0591, 1.6263, 0.8540], [-3.7487, -0.1493, 2.1152], [0.2815, -2.4960, 1.8144], [-3.7703, 0.9513, 0.7239]]
}